A:
{"formula": "C5H8N2O2", "method": "the ωB97M-V functional and the def2-TZVPD basis", "smiles": "[H]/N=C1/N/C(=C/CO)CO1", "orbital_gap_ev": 9.2825, "molar_mass_da": 128.1, "total_charge": 0, "species": ["C", "C", "C", "C", "C", "H", "H", "H", "H", "H", "H", "H", "H", "N", "N", "O", "O"], "positions_angstrom": [[0.20, -0.83, -2.46], [-0.29, 0.24, -1.54], [-0.23, 0.09, -0.22], [0.34, -1.05, 0.58], [-0.35, 0.59, 2.04], [1.69, 0.26, -3.13], [0.82, -1.56, -1.84], [-0.64, -1.40, -2.92], [-0.72, 1.13, -1.95], [-0.23, -1.95, 0.43], [1.39, -1.24, 0.33], [-0.18, 0.78, 3.90], [-1.06, 1.88, 0.59], [-0.59, 1.23, 3.09], [-0.71, 0.96, 0.74], [0.98, -0.30, -3.53], [0.26, -0.63, 1.95]], "nbo_charge": [-0.08, -0.33, 0.18, -0.11, 0.69, 0.46, 0.15, 0.19, 0.21, 0.20, 0.21, 0.36, 0.42, -0.74, -0.61, -0.71, -0.49]}

=====

B:
{"formula": "C5H8N2O2", "method": "the ωB97M-V functional and the def2-TZVPD basis", "smiles": "N#C[C@H](CN)CC(=O)O", "orbital_gap_ev": 10.5346, "molar_mass_da": 128.1, "total_charge": 0, "species": ["O", "C", "C", "C", "C", "N", "C", "N", "H", "H", "H", "H", "H", "H", "H", "O", "H"], "positions_angstrom": [[3.23, 2.51, -0.83], [2.07, 2.36, -1.15], [1.57, 1.15, -1.91], [1.45, -0.05, -0.96], [0.08, -0.04, -0.23], [-0.13, 1.24, 0.42], [1.65, -1.33, -1.66], [1.78, -2.33, -2.23], [0.61, 1.36, -2.40], [2.31, 0.94, -2.70], [2.25, 0.02, -0.21], [-0.71, -0.17, -0.98], [0.03, -0.91, 0.44], [0.57, 1.84, 0.94], [-0.88, 1.16, 1.10], [1.21, 3.44, -0.97], [0.35, 3.26, -1.37]], "nbo_charge": [-0.55, 0.78, -0.51, -0.33, -0.19, -0.89, 0.29, -0.31, 0.22, 0.26, 0.26, 0.19, 0.19, 0.39, 0.38, -0.68, 0.49]}

=====

C:
{"formula": "C5H8N2O2", "method": "the ωB97M-V functional and the def2-TZVPD basis", "orbital_gap_ev": [7.5768, 7.3831], "molar_mass_da": 128.1, "total_charge": 0, "species": ["C", "C", "C", "C", "N", "C", "O", "N", "O", "H", "H", "H", "H", "H", "H", "H", "H"], "positions_angstrom": [[0.21, -1.83, -0.66], [0.13, 0.98, -0.94], [-0.22, 0.58, 0.67], [0.11, -0.79, 0.39], [-0.96, 0.87, -1.73], [1.02, -0.18, 1.33], [0.79, -0.39, 2.69], [-0.90, 1.52, 1.29], [1.20, 1.45, -1.21], [0.32, 0.39, 3.02], [-0.96, 1.38, -2.60], [-1.83, 0.54, -1.36], [-1.71, 1.83, 0.76], [2.06, 0.03, 1.08], [-0.70, -1.91, -1.26], [1.07, -1.69, -1.32], [0.37, -2.78, -0.14]], "nbo_charge": [-0.67, 0.73, 0.07, 0.09, -0.83, 0.05, -0.69, -0.74, -0.54, 0.49, 0.41, 0.41, 0.34, 0.18, 0.22, 0.23, 0.26]}

=====

D:
{"formula": "C5H8N2O2", "method": "the ωB97M-V functional and the def2-TZVPD basis", "orbital_gap_ev": 8.4916, "molar_mass_da": 128.1, "total_charge": 0, "species": ["C", "C", "C", "C", "C", "H", "H", "H", "H", "H", "H", "H", "H", "N", "N", "O", "O"], "positions_angstrom": [[0.53, -1.01, -0.01], [1.63, 0.01, -0.57], [1.32, 1.46, -0.32], [0.00, 1.59, 0.15], [-0.82, -0.53, -0.43], [-0.24, -1.62, 1.63], [0.72, -2.08, -0.52], [1.87, -0.52, -1.68], [2.68, -0.07, -0.20], [1.99, 2.34, 0.20], [-0.29, 2.49, 0.62], [-3.02, 0.37, 0.71], [-1.48, -2.27, -0.60], [-1.12, 0.78, 0.02], [-1.85, -1.33, -0.63], [0.50, -0.87, 1.46], [-2.42, 1.27, 0.14]], "nbo_charge": [0.02, -0.47, -0.32, 0.02, 0.38, 0.47, 0.20, 0.21, 0.25, 0.25, 0.21, 0.49, 0.33, -0.14, -0.70, -0.69, -0.50]}

=====

B (0.0124 hartree below the next structure)

=====

A:
{"formula": "C5H8N2O2", "method": "the ωB97M-V functional and the def2-TZVPD basis", "smiles": "CC=C=[N+]([O-])O.CC#N", "orbital_gap_ev": 9.6763, "molar_mass_da": 128.1, "total_charge": 0, "species": ["C", "C", "C", "C", "C", "N", "N", "O", "O", "H", "H", "H", "H", "H", "H", "H", "H"], "positions_angstrom": [[-0.14, -0.71, -1.69], [1.90, -0.32, 1.53], [-0.56, 0.18, -0.81], [-1.14, -1.23, -2.64], [1.55, 0.10, 2.84], [2.06, -0.60, 0.45], [-0.97, 0.99, -0.01], [-1.10, 2.32, -0.48], [-1.49, 0.79, 1.10], [0.91, -1.11, -1.76], [-1.45, 2.79, 0.40], [-1.92, -1.90, -2.01], [-0.69, -1.91, -3.42], [-1.62, -0.34, -3.09], [2.54, 0.44, 3.31], [0.92, 1.09, 2.72], [1.18, -0.59, 3.56]], "nbo_charge": [-0.19, 0.31, 0.23, -0.65, -0.74, -0.36, 0.29, -0.56, -0.56, 0.26, 0.49, 0.23, 0.22, 0.24, 0.25, 0.28, 0.26]}

=====

B:
{"formula": "C5H8N2O2", "method": "the ωB97M-V functional and the def2-TZVPD basis", "orbital_gap_ev": 7.1033, "molar_mass_da": 128.1, "total_charge": 0, "species": ["C", "C", "C", "C", "C", "H", "H", "H", "H", "H", "H", "H", "H", "N", "N", "O", "O"], "positions_angstrom": [[2.20, -1.12, 0.40], [0.95, -0.48, -0.17], [-1.30, -0.42, -0.07], [-0.87, 0.85, -0.01], [0.51, 0.79, -0.24], [1.78, -2.19, 0.90], [3.00, -0.48, 1.15], [2.89, -1.04, -0.74], [-0.06, -2.12, 0.23], [-3.27, -0.08, 0.26], [-2.86, -1.35, -1.11], [-1.14, 3.20, -0.17], [1.07, 2.67, 0.28], [-0.20, -1.14, -0.40], [-2.62, -1.11, -0.16], [-1.36, 2.07, 0.55], [1.27, 1.96, -0.68]], "nbo_charge": [-0.67, 0.05, 0.21, 0.15, 0.18, 0.22, 0.26, 0.25, 0.37, 0.37, 0.37, 0.47, 0.46, -0.50, -0.82, -0.70, -0.68]}

=====

A (0.0845 hartree below the next structure)